The following is a DFT calculation (wB97M-V/def2-TZVPD) of the molecule C17H19NO4 at a distorted geometry.

Structure (ORCA input):
```
! wB97M-V def2-TZVPD RIJCOSX def2/J DEFGRID3
* xyz 0 1
C 0.156 3.255 3.791
C -0.088 2.813 2.512
C 0.854 1.852 1.844
C 0.791 1.923 0.280
O 1.024 3.251 -0.144
C 2.251 3.964 0.171
O 1.880 1.153 -0.270
C 1.760 -0.281 -0.207
C 0.372 -0.797 -0.619
C 0.184 -2.152 -0.947
O 1.232 -3.038 -0.897
C 1.211 -3.809 0.340
C -1.098 -2.616 -1.311
O -1.410 -3.923 -1.623
C -0.787 -4.344 -2.835
C -2.192 -1.750 -1.321
C -2.029 -0.424 -0.966
C -3.081 0.458 -0.933
C -2.882 1.784 -0.619
N -1.668 2.255 -0.242
C -0.608 1.410 -0.224
C -0.775 0.054 -0.610
H 1.048 2.926 4.312
H -0.479 4.003 4.295
H -0.972 3.128 1.969
H 1.872 2.012 2.207
H 0.612 0.853 2.168
H 2.026 4.727 0.913
H 2.993 3.298 0.571
H 2.649 4.439 -0.709
H 1.962 -0.597 0.816
H 2.466 -0.777 -0.898
H 1.834 -3.357 1.120
H 0.210 -3.870 0.787
H 1.608 -4.828 0.153
H 0.251 -4.615 -2.671
H -1.358 -5.234 -3.121
H -0.822 -3.603 -3.626
H -3.163 -2.090 -1.602
H -4.089 0.113 -1.149
H -3.743 2.432 -0.703
*
```

Computed properties:
**Largest force on an atom**: 2.818 eV Å⁻¹
**LUMO energy**: 0.17 eV
**Structure (SMILES)**: C=CC[C@@]1(OC)OCc2c(OC)c(OC)cc3ccnc1c23
**HOMO level**: -8.330 eV
**Gap between HOMO and LUMO**: 0.3123 Ha

Results of the natural (NBO) charge analysis, in e, for atoms 1 through 5:
1 C -0.412
2 C -0.170
3 C -0.507
4 C 0.544
5 O -0.538

The following is a DFT calculation (wB97M-V/def2-TZVPD) of the molecule C17H19NO6 at a distorted geometry.

Structure (ORCA input):
```
! wB97M-V def2-TZVPD RIJCOSX def2/J DEFGRID3
* xyz 0 1
C -2.806 -3.215 -2.987
C -2.214 -2.090 -3.521
N -1.326 -1.270 -2.853
C -0.777 -1.536 -1.598
C 0.108 -0.557 -1.248
C 0.895 -0.415 0.065
C 0.114 0.339 1.161
O -0.133 1.674 0.561
C -1.162 -0.406 1.530
O -1.092 -1.626 1.840
O -2.346 0.240 1.454
C 0.918 0.638 2.452
O 1.773 1.777 2.281
C 1.674 -0.550 2.994
C 1.902 -0.270 4.479
O 3.142 0.394 4.698
C 0.735 0.677 4.787
O 0.113 1.011 3.550
C 0.109 0.398 -2.344
C 0.750 1.637 -2.514
C 0.539 2.377 -3.674
C -0.322 1.904 -4.666
C -0.965 0.667 -4.489
C -0.786 -0.072 -3.315
H -3.563 -3.728 -3.611
H -2.603 -3.558 -1.985
H -2.479 -1.857 -4.523
H -1.046 -2.416 -0.951
H 1.206 -1.416 0.395
H 1.854 0.100 -0.140
H -0.586 1.513 -0.323
H -3.051 -0.378 1.767
H 1.221 2.421 1.814
H 2.590 -0.707 2.417
H 1.096 -1.479 2.941
H 1.849 -1.234 5.083
H 3.064 1.258 4.211
H -0.002 0.196 5.438
H 1.134 1.550 5.264
H 1.449 1.989 -1.787
H 1.106 3.289 -3.813
H -0.473 2.476 -5.579
H -1.605 0.258 -5.260
*
```

Computed properties:
**Largest force on an atom**: 3.818 eV Å⁻¹
**LUMO energy**: 0.53 eV
**Structure (SMILES)**: C=Cn1cc(C[C@@](O)(C(=O)O)[C@]2(O)C[C@@H](O)CO2)c2ccccc21
**HOMO level**: -8.188 eV
**Gap between HOMO and LUMO**: 0.3205 Ha

Results of the natural (NBO) charge analysis, in e, for atoms 1 through 5:
1 C -0.462
2 C 0.011
3 N -0.378
4 C -0.004
5 C -0.114

The following is a DFT calculation (wB97M-V/def2-TZVPD) of a structure of composition C17H20AuN7O4S.

Structure (ORCA input):
```
! wB97M-V def2-TZVPD RIJCOSX def2/J DEFGRID3
* xyz 0 1
Au 0.505 0.298 -0.105
N 3.178 2.756 -0.671
C 3.644 1.550 -0.458
N 4.959 1.338 -0.646
C 5.399 0.118 -0.414
N 6.702 -0.137 -0.613
N 4.641 -0.924 0.008
C 3.371 -0.633 0.139
N 2.788 0.545 -0.077
C 2.488 -1.741 0.598
C 3.011 -2.956 1.002
C 2.156 -3.924 1.500
C 0.802 -3.646 1.588
C 0.341 -2.423 1.142
N 1.172 -1.498 0.647
H 3.868 3.446 -0.921
H 2.245 3.103 -0.343
H 7.316 0.622 -0.847
H 7.072 -1.032 -0.355
H 4.077 -3.104 0.927
H 2.544 -4.880 1.824
H 0.100 -4.363 1.987
H -0.708 -2.167 1.160
O -0.050 2.230 1.680
S -0.161 3.090 0.500
O -1.386 3.830 0.390
O 1.039 3.899 0.289
O -0.174 2.039 -0.739
C -3.834 2.168 -0.937
N -4.060 1.390 0.270
C -4.833 2.097 1.276
C -2.894 0.687 0.769
C -2.486 -0.397 -0.206
C -3.492 -1.259 -0.661
C -3.249 -2.247 -1.594
C -1.973 -2.394 -2.122
C -0.955 -1.570 -1.676
C -1.211 -0.591 -0.714
H -4.799 2.450 -1.365
H -3.310 1.559 -1.676
H -3.237 3.067 -0.755
H -4.781 3.182 1.136
H -4.451 1.896 2.278
H -5.888 1.803 1.249
H -3.178 0.215 1.715
H -2.040 1.327 0.988
H -4.491 -1.094 -0.277
H -4.054 -2.891 -1.925
H -1.767 -3.143 -2.877
H 0.040 -1.690 -2.087
*
```

Computed properties:
**Largest force on an atom**: 0.394 eV Å⁻¹
**LUMO energy**: -1.37 eV
**HOMO level**: -7.509 eV
**Gap between HOMO and LUMO**: 0.2257 Ha

Results of the natural (NBO) charge analysis, in e, for atoms 1 through 5:
1 Au 1.305
2 N -0.732
3 C 0.621
4 N -0.572
5 C 0.600

Among the records above, which one has the highest LUMO energy?
C17H19NO6

Number 3 is which compound?
C17H20AuN7O4S